(1)
Here is a structure of composition C32H34As2F5NiO2S2Se from OMol25. Energies are from ωB97M-V/def2-TZVPD.

Element x y z (Å)
Ni -1.182333 0.214721 1.018663
C -4.395396 -2.498986 1.638864
As -2.599368 -2.065157 0.998387
C -1.723930 -3.770325 1.386294
C -2.873442 -2.236214 -0.926156
C -3.012112 -3.481628 -1.527845
C -3.178028 -3.589914 -2.900762
C -3.210228 -2.448574 -3.684452
C -3.087263 -1.201334 -3.090311
C -2.923020 -1.088742 -1.714286
As -2.679882 0.617476 -0.825852
C -4.476361 1.125460 -0.288169
C -2.391516 1.853742 -2.289703
H -4.777826 -3.355035 1.085061
H -5.066832 -1.654319 1.501535
H -4.351820 -2.740662 2.700237
H -2.410209 -4.598915 1.217778
H -1.416736 -3.785168 2.431306
H -0.849039 -3.896788 0.748824
H -2.986363 -4.386440 -0.932988
H -3.279118 -4.565961 -3.356198
H -3.334014 -2.526978 -4.756240
H -3.115756 -0.313905 -3.710911
H -5.165235 1.002533 -1.122596
H -4.454362 2.167503 0.028849
H -4.803006 0.513169 0.550078
H -3.219683 1.805177 -2.996268
H -1.455764 1.642318 -2.804721
H -2.351884 2.846845 -1.864566
O -0.307620 -0.155621 2.835475
S 0.663160 -0.803592 3.789845
C 1.356872 -2.286520 2.941939
C 2.743897 -2.216627 2.305986
C 2.737705 -1.631790 0.893202
C 2.096109 -2.608938 -0.089531
S 0.782907 -1.864689 -1.086143
O 0.066481 -0.990641 -0.097004
C 1.702549 -0.730398 -2.114957
C 2.732205 -1.171014 -2.934287
C 3.327828 -0.274269 -3.806113
C 2.882064 1.039135 -3.870124
C 1.843397 1.461898 -3.056576
C 1.251257 0.577368 -2.168985
C 2.096311 0.250826 3.877942
C 2.936530 0.093258 4.972819
C 4.073574 0.881450 5.064802
C 4.342165 1.824646 4.083102
C 3.477339 1.988515 3.011369
C 2.343173 1.198616 2.901725
H 0.582170 -2.505473 2.201203
H 1.313227 -3.064579 3.704832
H 3.135182 -3.237438 2.268143
H 3.427387 -1.658303 2.944122
H 3.752119 -1.394235 0.574645
H 2.179212 -0.694688 0.891613
H 1.574867 -3.413592 0.435806
H 2.800678 -3.090876 -0.768893
H 3.067516 -2.200948 -2.915136
H 4.136571 -0.605075 -4.443001
H 3.346617 1.733560 -4.556426
H 1.498764 2.484542 -3.108930
H 0.457762 0.898832 -1.505965
H 2.702331 -0.626655 5.747452
H 4.738532 0.771606 5.910097
H 5.221866 2.448665 4.165384
H 3.675469 2.740105 2.260169
H 1.638070 1.343426 2.096838
F 0.527724 6.465978 -2.808902
C 0.206735 5.596467 -1.863436
C 1.142553 4.680508 -1.408230
F 2.379802 4.699999 -1.902972
C 0.790923 3.767200 -0.427089
F 1.737896 2.925199 -0.004403
C -0.477567 3.731542 0.140007
Se -0.889700 2.600632 1.619149
C -1.380724 4.680624 -0.323488
F -2.625945 4.693407 0.159760
C -1.064939 5.596512 -1.312134
F -1.972477 6.467548 -1.738553

Force components x, y, z for each atom (eV/Å):
0.00 0.20 0.15
0.07 0.03 0.06
-0.07 -0.02 -0.04
0.00 0.08 0.05
-0.01 -0.20 0.11
0.00 -0.09 0.00
0.00 -0.05 0.03
-0.01 0.05 -0.03
-0.01 0.08 -0.06
0.01 0.15 -0.02
-0.15 0.17 -0.36
0.02 -0.01 -0.01
-0.01 -0.17 -0.08
0.01 -0.01 0.00
0.02 0.01 -0.02
0.02 0.02 -0.01
0.00 0.03 -0.01
-0.02 0.00 -0.01
-0.02 0.03 0.00
0.00 0.00 0.01
0.00 -0.01 0.00
0.00 0.01 -0.01
0.00 -0.03 0.00
0.02 0.00 0.01
0.03 -0.01 0.01
0.01 0.00 0.00
0.00 -0.01 0.04
-0.01 -0.02 0.02
0.03 0.23 0.06
-0.08 -0.13 -0.05
0.18 0.03 -0.02
0.02 0.08 0.00
-0.02 -0.03 -0.01
0.02 0.04 0.02
-0.03 -0.01 -0.08
0.19 -0.07 -0.14
-0.14 0.05 0.21
-0.04 -0.01 0.04
0.01 -0.11 -0.06
0.02 -0.03 0.00
0.00 0.01 -0.02
0.06 0.01 -0.01
-0.06 0.03 0.12
-0.04 -0.09 0.10
-0.02 -0.02 0.00
-0.03 -0.05 0.04
0.05 0.03 0.00
-0.02 0.02 -0.03
-0.03 0.00 -0.05
0.01 0.02 0.07
0.02 0.01 0.02
0.02 0.00 0.02
0.01 0.03 0.01
0.00 -0.03 0.02
0.02 0.05 0.01
-0.02 -0.02 -0.05
0.00 0.07 -0.03
-0.01 0.00 0.02
0.01 0.00 0.00
0.00 0.01 -0.01
-0.01 0.05 0.02
0.01 0.03 0.00
0.00 -0.02 0.02
0.00 -0.01 0.02
0.01 0.00 0.00
0.00 0.03 -0.03
-0.05 0.04 -0.09
0.05 0.10 -0.11
-0.05 -0.16 0.20
-0.17 0.04 0.07
0.09 -0.05 -0.07
-0.15 0.14 0.01
0.19 -0.17 0.03
-0.04 0.04 -0.13
0.13 -0.30 0.12
-0.03 -0.19 -0.04
-0.09 0.08 -0.02
0.10 -0.06 0.03
-0.06 0.07 -0.05

Summary:
Maximum force   0.43 eV/Å
Spin multiplicity   3
Net charge   +1
Orbital gap (spin up / spin down)   7.89 / 7.43 eV

Results of the Löwdin charge analysis, in e, for atoms 1 through 5:
1. Ni 0.095
2. C -0.266
3. As 1.183
4. C -0.275
5. C -0.424

***

(2)
Here is a cluster of 2 separate species, CH8NP3 in total in a non-equilibrium geometry from OMol25. Energies are from ωB97M-V/def2-TZVPD.

Element x y z (Å)
C 0.217704 1.749843 -1.373316
N -2.315930 -0.942669 0.202641
P 0.673634 -2.028738 -0.670318
P 0.036969 -0.233720 2.510204
P -0.955142 -1.270952 0.629057
H -0.579542 1.034118 -1.159306
H 0.058390 2.562618 -0.643032
H 0.330171 2.316269 -2.223966
H 1.099560 1.256485 -1.036204
H 1.300212 -2.614561 0.413563
H -0.070930 -3.124749 -0.676353
H -0.753170 1.052943 2.500855
H 0.958075 0.243113 1.526174

Force components x, y, z for each atom (eV/Å):
-0.70 0.04 3.66
-2.38 0.14 -0.89
0.64 1.66 -0.09
-0.71 0.67 -1.01
2.42 1.05 1.87
-0.32 0.35 -1.10
0.00 -0.35 0.20
-0.07 0.22 -2.60
1.08 -0.21 -0.18
0.73 -0.02 0.75
-1.38 -2.07 -0.69
0.66 -1.54 -0.28
0.03 0.06 0.35

Summary:
Maximum force   3.73 eV/Å
Orbital gap   7.75 eV
Structure (SMILES)   N#P(P)P.C

Results of the natural (NBO) charge analysis, in e, for atoms 1 through 5:
1. C -0.861
2. N -0.971
3. P 0.057
4. P -0.038
5. P 0.929

***

(3)
Here is a cluster of 5 separate species, C15H35N5O5 in total in a non-equilibrium geometry from OMol25. Energies are from ωB97M-V/def2-TZVPD.

Element x y z (Å)
C 1.090365 -0.435929 2.436512
O 1.019473 0.330518 3.385171
N 0.146484 -0.912584 1.677306
C 0.553976 -1.535270 0.296653
C -1.146109 -0.368590 1.867388
H 2.076210 -0.801451 2.109849
H 0.415189 -0.902954 -0.580287
H -0.298821 -2.117890 -0.051780
H 1.551628 -1.882711 0.028202
H -1.957407 -0.892594 1.362098
H -1.389845 -0.205442 2.917179
H -1.021074 0.661530 1.533748
C -4.028625 3.440830 -1.736293
O -5.112076 3.050508 -1.155226
N -2.790997 2.858832 -1.678493
C -1.778122 3.258784 -2.656650
C -2.600647 1.542346 -1.045330
H -4.076565 4.350708 -2.354366
H -2.059940 2.724138 -3.563753
H -0.847428 2.823896 -2.292274
H -1.547065 4.296289 -2.898096
H -1.599324 1.629764 -0.623643
H -3.306913 1.578722 -0.215899
H -2.821567 0.565008 -1.474402
C -5.377257 2.549352 2.957206
O -5.751896 1.575289 3.592960
N -4.158997 2.816038 2.564112
C -3.692368 3.998956 1.753132
C -3.106489 2.021679 3.091003
H -5.955104 3.357847 2.483249
H -4.495635 4.258515 1.063570
H -2.757880 3.871172 1.206773
H -3.287929 4.839681 2.316798
H -2.534073 1.592647 2.268584
H -2.383402 2.685756 3.564550
H -3.469673 1.165678 3.659743
C 6.280463 1.647740 -0.541155
O 5.385957 2.252027 -1.149039
N 6.052493 0.388024 0.018634
C 7.114663 -0.373316 0.656041
C 4.800154 -0.322546 -0.087994
H 7.233068 2.091559 -0.212892
H 6.843547 -0.792038 1.625200
H 8.054101 0.154710 0.819554
H 7.239232 -1.207934 -0.033881
H 4.185833 0.522267 0.223453
H 4.690302 -0.702489 -1.103706
H 4.736166 -0.977874 0.780659
C 0.532179 -6.533660 -1.901324
O -0.316518 -7.342533 -2.334418
N 0.467933 -5.184093 -2.221070
C -0.550087 -4.705354 -3.032511
C 1.548465 -4.359986 -1.693809
H 1.408877 -6.679709 -1.251499
H -1.206211 -5.393481 -3.565487
H -0.063771 -4.112869 -3.807454
H -1.151275 -3.972592 -2.494235
H 1.030092 -3.986404 -0.810735
H 2.526420 -4.760912 -1.427417
H 1.657824 -3.437604 -2.264208

Force components x, y, z for each atom (eV/Å):
3.45 1.09 1.74
-0.74 -0.56 -0.68
0.29 -2.94 -3.48
-2.30 1.54 0.26
-0.84 1.46 -0.26
0.28 -0.08 0.05
0.20 1.81 0.42
0.23 -1.44 0.87
0.03 -0.49 1.48
0.23 0.00 -0.05
0.24 -0.71 0.08
-0.80 0.17 -0.48
-3.52 -1.32 1.83
4.41 0.99 -1.91
-1.16 0.17 -0.58
0.27 -1.48 -0.28
-0.39 1.67 1.81
0.29 -0.09 0.11
0.47 0.23 -0.47
0.13 0.08 -0.16
-0.82 0.17 0.56
0.06 -0.67 -0.01
0.07 -0.10 0.32
0.19 0.41 -1.22
-1.93 0.43 -0.87
0.10 0.71 -0.13
3.53 0.95 -0.77
-0.65 -0.45 0.54
1.42 -0.54 -0.67
-1.38 -0.27 0.51
0.21 0.29 0.13
-0.28 -1.44 -0.52
-1.06 0.25 0.89
-0.13 0.05 -0.22
-0.02 -0.31 0.75
-0.05 0.56 0.42
-2.83 -0.58 0.64
1.75 -0.93 0.65
2.26 1.19 0.25
0.05 -0.44 -0.65
0.42 2.23 0.90
0.06 -0.15 -0.43
-0.38 0.20 0.07
-0.16 0.23 -0.42
0.79 -0.39 0.29
-1.43 -0.39 -0.95
-0.63 -0.31 0.28
0.07 -0.68 -0.60
-1.72 -2.28 -0.64
2.53 2.30 1.33
1.67 -1.52 0.03
-0.87 1.77 -1.70
-1.42 1.57 0.06
-0.39 -0.92 -0.12
0.34 -0.59 0.77
0.08 0.29 -0.18
-0.19 0.12 0.28
0.38 0.22 0.87
-0.47 -0.76 -0.28
0.05 -0.28 -0.45

Summary:
Maximum force   4.91 eV/Å
Spin multiplicity   2
Net charge   +1
Orbital gap (spin up / spin down)   6.20 / 1.61 eV

Results of the natural (NBO) charge analysis, in e, for atoms 1 through 5:
1. C 0.526
2. O -0.590
3. N -0.411
4. C -0.453
5. C -0.445